No. 1
# C27H32ClInN3O5S

A molecular structure, C27H32ClInN3O5S (ωB97M-V with the def2-TZVPD basis set, OMol25).

Calculated values
**Charge**: -1
**LUMO level (spin up / spin down)**: 0.0822 / 0.0839 Eh

Geometry (Å):
In: 0.65 0.03 1.43
Cl: 1.05 0.08 3.77
N: 0.09 -2.01 0.52
N: 0.03 1.96 0.35
C: 1.12 -2.80 0.32
C: 1.01 2.67 -0.16
C: -1.05 -2.56 -0.28
C: -0.57 -3.98 -0.55
C: -1.16 -1.78 -1.57
C: -2.34 -2.55 0.51
H: -0.21 -1.78 -2.11
H: -1.46 -0.74 -1.37
H: -1.93 -2.24 -2.20
H: -2.17 -2.98 1.50
H: -3.09 -3.17 -0.02
H: -2.75 -1.54 0.61
C: -1.26 2.63 0.01
C: -0.81 3.73 -0.95
C: -1.87 3.22 1.28
C: -2.22 1.67 -0.66
H: -1.73 1.22 -1.54
H: -3.10 2.24 -1.01
H: -2.58 0.91 0.04
H: -1.18 3.95 1.71
H: -2.07 2.42 2.00
H: -2.82 3.71 1.02
O: 0.65 3.68 -0.93
H: -1.11 4.74 -0.64
H: -1.12 3.56 -1.99
O: 0.88 -3.94 -0.31
H: -0.71 -4.33 -1.58
H: -0.99 -4.71 0.16
C: 2.53 -2.46 0.64
C: 2.46 2.41 0.03
C: 2.76 1.08 -0.59
H: 2.65 2.39 1.12
H: 3.03 3.23 -0.42
C: 2.37 -0.05 0.08
C: 2.84 -1.30 -0.26
H: -1.28 0.03 3.49
C: 3.46 -1.47 -1.52
C: 3.70 -0.33 -2.30
C: 3.81 -2.84 -2.01
C: 3.36 0.94 -1.86
H: 4.16 -0.45 -3.29
C: 3.59 2.15 -2.72
H: 3.84 1.84 -3.74
H: 4.42 2.76 -2.34
H: 2.70 2.79 -2.76
H: 4.65 -3.26 -1.44
H: 4.11 -2.80 -3.06
H: 2.97 -3.53 -1.91
H: 3.17 -3.33 0.48
H: 2.58 -2.17 1.70
O: -6.02 -1.27 1.62
S: -5.46 0.01 2.00
O: -6.08 1.23 1.56
N: -3.81 0.04 1.66
C: -3.09 0.06 2.75
O: -1.75 0.06 2.64
C: -3.81 0.08 4.01
C: -3.33 0.12 5.33
C: -4.28 0.13 6.36
C: -5.66 0.09 6.08
C: -6.12 0.05 4.76
C: -5.17 0.05 3.74
H: -2.26 0.15 5.53
H: -3.95 0.16 7.40
H: -6.38 0.09 6.90
H: -7.17 0.01 4.50

---

No. 2
# C27H32F6GeN4NdO5S2Se

A molecular structure, C27H32F6GeN4NdO5S2Se (ωB97M-V with the def2-TZVPD basis set, OMol25).

Calculated values
**Charge**: +1
**Multiplicity**: 4
**LUMO level (spin up / spin down)**: -0.1425 / -0.1416 Eh
**Relative energy (zero: lowest compared OMol25 entry of this formula, charge and spin)**: 14.7 kcal per mole

Geometry (Å):
Nd: 1.12 -0.37 -0.69
C: -0.37 -3.80 3.05
C: -1.43 -2.98 3.56
C: -1.48 -2.61 4.91
C: -0.35 -2.94 5.68
C: 0.68 -3.74 5.21
C: 0.66 -4.23 3.91
H: -0.39 -4.12 2.00
H: -2.18 -2.55 2.88
H: -2.38 -2.12 5.27
H: -0.27 -2.58 6.67
H: 1.55 -3.80 5.88
H: 1.47 -4.94 3.62
C: 1.26 3.08 -3.96
C: 0.88 1.82 -3.15
N: 0.91 1.78 -1.85
N: 1.07 2.87 -1.12
C: 1.13 2.62 0.18
O: 1.35 1.46 0.64
C: 1.00 3.74 1.16
C: 1.25 3.45 2.46
C: 1.20 4.43 3.45
C: 0.81 5.75 3.18
C: 0.55 6.04 1.83
C: 0.64 5.07 0.87
C: 0.76 0.57 -3.84
C: 0.41 0.51 -5.20
C: 0.24 -0.74 -5.77
C: 0.43 -1.89 -5.04
C: 0.84 -1.77 -3.72
N: 0.85 -0.54 -3.09
H: 1.18 3.97 -3.30
H: 0.53 3.23 -4.79
H: 2.29 2.94 -4.40
H: 1.50 2.41 2.74
H: 1.41 4.12 4.48
H: 0.63 6.45 4.01
H: 0.22 7.03 1.53
H: 0.27 5.29 -0.10
H: 0.29 1.41 -5.79
H: 0.02 -0.79 -6.81
H: 0.31 -2.86 -5.50
H: 1.20 -2.56 -3.09
C: -4.13 1.60 1.95
Ge: -4.22 0.97 0.09
C: -4.47 2.29 -1.35
C: -5.52 -0.46 -0.06
C: -2.26 0.49 -0.27
Se: -1.51 -1.00 0.82
C: -2.29 -2.68 0.06
H: -4.73 2.53 2.12
H: -3.06 1.88 2.08
H: -4.39 0.75 2.62
H: -5.23 2.06 -2.11
H: -3.53 2.32 -1.93
H: -4.70 3.30 -1.05
H: -6.00 -0.30 -1.00
H: -6.27 -0.32 0.68
H: -5.17 -1.49 0.02
H: -1.65 1.40 -0.02
H: -2.03 0.24 -1.33
H: -3.25 -2.94 0.57
H: -1.53 -3.47 0.32
H: -2.47 -2.69 -1.06
F: 2.31 -5.47 0.33
C: 3.01 -4.45 0.84
F: 4.34 -4.63 0.61
F: 2.81 -4.32 2.12
S: 2.49 -2.79 -0.08
O: 2.21 -2.00 1.16
O: 1.21 -3.09 -0.75
N: 3.29 -2.02 -1.28
S: 4.44 -0.91 -0.76
O: 5.51 -1.47 -0.01
O: 3.67 0.20 -0.25
C: 5.14 -0.49 -2.45
F: 6.13 0.45 -2.31
F: 4.13 -0.01 -3.19
F: 5.67 -1.58 -3.09

---

No. 3
# C27H33BaIN5O2S

A molecular structure, C27H33BaIN5O2S (ωB97M-V with the def2-TZVPD basis set, OMol25).

Calculated values
**Charge**: +1
**LUMO level**: -0.0942 Eh
**Relative energy (zero: lowest compared OMol25 entry of this formula, charge and spin)**: 4.3 kcal per mole

Geometry (Å):
Ba: -0.19 -0.28 -1.05
C: -2.53 -6.06 1.12
C: -2.17 -5.24 2.34
N: -2.34 -3.80 2.12
C: -3.61 -3.24 2.57
C: -3.55 -2.78 4.03
C: -1.37 -3.08 1.54
S: -1.62 -1.36 1.42
N: -0.30 -3.79 1.16
C: 0.65 -3.42 0.34
O: 0.69 -2.35 -0.36
C: 1.78 -4.38 0.20
C: 1.71 -5.67 0.73
C: 2.79 -6.54 0.59
C: 3.94 -6.13 -0.07
C: 4.01 -4.84 -0.60
C: 2.94 -3.98 -0.47
H: -2.43 -7.12 1.33
H: -1.88 -5.81 0.28
H: -3.57 -5.88 0.81
H: -1.14 -5.42 2.63
H: -2.81 -5.50 3.18
H: -4.36 -4.02 2.45
H: -3.88 -2.41 1.92
H: -3.27 -3.60 4.68
H: -4.53 -2.41 4.34
H: -2.83 -1.98 4.14
H: 0.81 -5.98 1.24
H: 2.72 -7.54 1.00
H: 4.78 -6.80 -0.17
H: 4.91 -4.52 -1.11
H: 2.98 -2.99 -0.89
C: 5.98 1.72 2.24
C: 5.49 0.51 1.45
N: 6.13 0.40 0.15
C: 7.43 -0.30 0.10
C: 7.26 -1.76 -0.26
C: 5.71 1.02 -0.98
O: 6.35 1.07 -2.01
C: 4.36 1.69 -0.95
C: 4.25 3.07 -1.10
C: 2.98 3.63 -1.20
C: 1.88 2.80 -1.18
N: 1.98 1.47 -1.06
C: 3.20 0.94 -0.95
H: 5.52 1.74 3.23
H: 5.72 2.65 1.72
H: 7.06 1.69 2.37
H: 4.41 0.56 1.33
H: 5.70 -0.41 2.00
H: 7.90 -0.18 1.08
H: 8.05 0.21 -0.64
H: 6.60 -2.27 0.45
H: 8.23 -2.27 -0.25
H: 6.84 -1.86 -1.26
H: 5.13 3.68 -1.14
H: 2.86 4.70 -1.30
H: 0.88 3.20 -1.27
H: 3.26 -0.14 -0.86
I: -2.23 2.31 -2.87
C: -2.20 2.81 -0.82
C: -2.75 4.00 -0.40
C: -2.72 4.27 0.96
C: -2.15 3.35 1.83
C: -1.63 2.19 1.31
N: -1.64 1.92 -0.01
H: -3.20 4.69 -1.10
H: -3.14 5.20 1.34
H: -2.12 3.53 2.90
H: -1.19 1.43 1.94

---

No. 4
# C27H33Br2N4O4Tc

A molecular structure, C27H33Br2N4O4Tc (ωB97M-V with the def2-TZVPD basis set, OMol25).

Calculated values
**Charge**: +3
**Multiplicity**: 4
**LUMO level (spin up / spin down)**: -0.3250 / -0.3684 Eh
**Relative energy (zero: lowest compared OMol25 entry of this formula, charge and spin)**: 5.6 kcal per mole

Geometry (Å):
Tc: 0.26 -0.08 0.30
C: -2.53 -5.22 4.53
C: -1.96 -3.97 3.91
C: -1.58 -2.87 4.66
C: -1.08 -1.68 4.10
C: -0.92 -0.63 5.07
N: -1.01 0.66 4.99
C: -1.43 1.49 3.85
C: -0.63 2.77 3.79
C: -0.94 3.48 2.47
N: 0.06 4.51 2.12
C: 1.35 4.42 2.04
C: 2.24 3.29 2.15
C: 3.47 3.59 2.78
C: 4.46 2.66 3.01
C: 5.73 3.00 3.76
C: 4.25 1.41 2.45
C: 3.08 1.07 1.75
C: 3.10 -0.17 1.04
N: 2.18 -0.74 0.33
C: 2.52 -2.01 -0.40
C: 1.77 -2.17 -1.71
C: 0.28 -2.51 -1.54
N: -0.22 -2.02 -0.21
C: -0.81 -2.87 0.55
C: -1.15 -2.74 1.95
C: -1.75 -3.86 2.55
C: -0.79 -1.63 2.72
O: -0.11 -0.61 2.19
C: 2.01 1.99 1.64
O: 0.91 1.70 1.00
H: -2.88 -5.04 5.55
H: -1.77 -6.00 4.57
H: -3.36 -5.60 3.94
H: -1.72 -2.92 5.74
H: -0.75 -0.97 6.09
H: -0.86 1.16 5.85
H: -2.51 1.68 3.95
H: -1.28 0.93 2.94
H: 0.43 2.52 3.85
H: -0.86 3.43 4.64
H: -1.90 3.99 2.53
H: -0.99 2.76 1.66
H: -0.31 5.44 1.98
H: 1.84 5.38 1.91
H: 3.63 4.61 3.12
H: 5.56 3.78 4.50
H: 6.49 3.37 3.07
H: 6.14 2.13 4.26
H: 5.05 0.68 2.51
H: 4.07 -0.68 1.05
H: 2.31 -2.84 0.28
H: 3.59 -2.00 -0.60
H: 2.25 -2.98 -2.27
H: 1.90 -1.27 -2.30
H: 0.14 -3.59 -1.57
H: -0.31 -2.07 -2.33
H: -1.03 -3.84 0.12
H: -2.02 -4.71 1.91
Br: -2.46 0.53 0.35
C: -3.13 1.72 -1.06
Br: -1.99 3.23 -1.36
H: -4.10 2.05 -0.71
H: -3.16 1.12 -1.95
C: 0.32 1.31 -3.79
C: -0.31 0.67 -2.60
O: -1.44 0.23 -2.60
O: 0.50 0.60 -1.51
H: -0.35 2.08 -4.18
H: 0.44 0.56 -4.57
H: 1.29 1.75 -3.55

---

No. 5
# C27H33BrF17N2O10

5 unconnected molecules or ions with the total composition C27H33BrF17N2O10 (ωB97M-V with the def2-TZVPD basis set, OMol25).

Calculated values
**Charge**: -1
**LUMO level**: 0.0728 Eh

Geometry (Å):
C: 1.50 2.15 1.61
C: 0.86 1.94 0.49
C: 0.08 1.55 -0.85
C: 0.63 2.34 -2.19
C: -0.46 1.90 -3.36
N: -0.53 2.86 -4.50
C: 1.94 1.42 -2.61
O: 2.62 0.72 -1.77
O: 2.37 1.31 -3.96
N: 0.90 3.75 -2.03
C: 2.09 4.30 -2.74
C: 3.46 4.24 -1.83
C: 4.72 4.22 -2.89
Br: 3.73 5.85 -0.70
C: -0.12 4.74 -1.88
F: 0.47 5.81 -1.06
F: -0.50 5.47 -3.11
C: -1.50 4.45 -1.14
F: -2.12 5.77 -1.01
F: -2.47 3.70 -1.85
F: -1.37 4.05 0.25
H: 2.15 2.62 2.44
H: -1.07 1.75 -0.78
H: 0.17 0.41 -1.06
H: -1.50 1.65 -2.90
H: -0.13 0.88 -3.84
H: 0.36 3.35 -4.67
H: -1.34 3.48 -4.46
H: 2.27 3.83 -3.79
H: 2.01 5.44 -2.99
H: 3.54 3.25 -1.25
H: 5.57 3.55 -2.51
H: 4.41 3.88 -3.95
H: 5.14 5.30 -2.91
C: 2.52 -2.95 -1.77
C: 1.41 -3.96 -1.95
O: 1.07 -4.58 -0.69
C: 0.34 -3.83 0.16
O: -0.03 -2.70 -0.07
C: 0.03 -4.60 1.43
F: 1.13 -5.20 1.97
F: -0.87 -5.60 1.22
F: -0.50 -3.82 2.41
H: 3.40 -3.41 -1.30
H: 2.82 -2.53 -2.74
H: 2.22 -2.12 -1.13
H: 1.75 -4.76 -2.61
H: 0.52 -3.51 -2.40
C: 0.70 -5.39 5.24
C: 1.42 -4.07 5.07
O: 1.52 -3.37 6.33
C: 2.45 -3.84 7.19
O: 3.17 -4.79 6.97
C: 2.47 -3.00 8.47
F: 1.24 -2.81 8.99
F: 3.00 -1.78 8.25
F: 3.21 -3.57 9.45
H: -0.28 -5.24 5.70
H: 0.57 -5.88 4.28
H: 1.25 -6.07 5.90
H: 0.85 -3.42 4.40
H: 2.41 -4.20 4.63
C: -1.90 4.59 3.60
C: -3.01 3.57 3.42
O: -3.34 2.94 4.67
C: -4.07 3.68 5.53
O: -4.44 4.81 5.32
C: -4.38 2.88 6.80
F: -3.28 2.29 7.32
F: -5.27 1.89 6.57
F: -4.90 3.64 7.78
H: -1.02 4.11 4.06
H: -1.61 5.02 2.64
H: -2.20 5.40 4.26
H: -2.68 2.78 2.74
H: -3.90 4.02 2.97
C: -3.75 -4.81 -6.77
C: -2.94 -5.00 -5.50
O: -1.72 -4.24 -5.55
C: -1.85 -2.91 -5.34
O: -2.90 -2.35 -5.13
C: -0.49 -2.22 -5.38
F: 0.24 -2.57 -6.47
F: 0.27 -2.52 -4.30
F: -0.58 -0.88 -5.41
H: -3.15 -5.06 -7.65
H: -4.64 -5.44 -6.76
H: -4.07 -3.77 -6.89
H: -2.65 -6.05 -5.41
H: -3.52 -4.75 -4.61

---

No. 6
# C27H33Cl12FO3

7 unconnected molecules or ions with the total composition C27H33Cl12FO3 (ωB97M-V with the def2-TZVPD basis set, OMol25).

Calculated values
**LUMO level**: 0.0007 Eh
**SMILES**: CCOCCc1ccc2c(c1)C(=O)c1c(ccc(CCF)c1C)C2=O.ClCCl.ClCCl.ClCCl.ClCCl.ClCCl.ClCCl

Geometry (Å):
C: -4.95 0.92 -3.02
C: -5.88 1.33 -1.86
O: -5.76 0.55 -0.68
C: -4.43 0.45 -0.19
C: -3.95 -1.00 -0.35
C: -2.64 -1.29 0.39
C: -2.27 -2.52 0.89
C: -1.06 -2.76 1.51
C: -0.18 -1.70 1.64
C: -0.55 -0.46 1.16
C: -1.76 -0.22 0.54
C: 0.47 0.65 1.31
O: 0.16 1.78 1.63
C: 1.89 0.20 1.03
C: 2.26 -1.05 1.51
C: 3.51 -1.57 1.28
C: 4.39 -0.80 0.55
C: 4.04 0.44 0.06
C: 5.08 1.20 -0.79
C: 4.52 1.44 -2.22
F: 3.49 0.55 -2.55
C: 2.77 0.98 0.29
C: 2.32 2.33 -0.23
C: 1.19 -1.83 2.26
O: 1.41 -2.47 3.28
H: -3.92 1.24 -2.77
H: -5.21 1.46 -3.93
H: -4.96 -0.17 -3.16
H: -5.81 2.42 -1.66
H: -6.91 1.17 -2.22
H: -4.45 0.63 0.89
H: -3.74 1.19 -0.61
H: -3.75 -1.21 -1.42
H: -4.75 -1.67 -0.03
H: -2.95 -3.37 0.76
H: -0.76 -3.73 1.88
H: -1.96 0.79 0.18
H: 3.79 -2.56 1.65
H: 5.39 -1.15 0.32
H: 5.44 2.11 -0.30
H: 5.94 0.53 -0.88
H: 4.16 2.46 -2.39
H: 5.33 1.22 -2.93
H: 1.87 2.94 0.56
H: 1.54 2.15 -0.98
H: 3.12 2.89 -0.72
Cl: -6.27 0.61 2.98
C: -5.75 -0.96 3.58
Cl: -4.51 -1.72 2.56
H: -5.35 -0.84 4.58
H: -6.62 -1.62 3.62
Cl: 1.17 -3.28 -3.13
C: 1.13 -4.47 -1.83
Cl: 0.03 -4.00 -0.52
H: 0.80 -5.42 -2.24
H: 2.13 -4.58 -1.42
Cl: -8.16 -0.58 6.50
C: -7.66 -2.16 7.12
Cl: -6.42 -2.90 6.10
H: -7.25 -2.03 8.12
H: -8.52 -2.81 7.15
Cl: 9.13 0.11 -0.07
C: 8.87 1.49 1.01
Cl: 7.37 1.31 1.93
H: 9.70 1.55 1.71
H: 8.82 2.39 0.42
Cl: 4.49 4.89 -2.51
C: 4.82 5.08 -4.23
Cl: 5.70 3.70 -4.89
H: 3.88 5.19 -4.76
H: 5.43 5.97 -4.37
Cl: -0.04 -0.08 -1.78
C: 0.41 0.02 -3.49
Cl: -0.38 1.38 -4.29
H: 1.49 0.14 -3.56
H: 0.11 -0.90 -3.98

---

Computed electronic energy (eV) in order:
-71757.970; -219824.184; -59708.392; -184945.546; -168226.075; -187662.858
Computed F_max (Eh/bohr) in order:
0.0678; 0.0565; 0.0095; 0.0148; 0.1317; 0.0314